{"formula": "C8H22MgN4O8", "method": "ωB97M-V/def2-TZVPD", "elements": ["H", "C", "O", "H", "O", "N", "O", "H", "H", "H", "O", "C", "H", "Mg", "N", "H", "H", "H", "H", "H", "O", "H", "C", "O", "C", "N", "N", "H", "H", "H", "C", "O", "C", "H", "H", "H", "H", "H", "H", "C", "O", "C", "H"], "positions_angstrom": [[1.58770, -0.62015, -2.04488], [-1.41497, 0.57700, -2.56002], [1.52043, 0.19932, 1.19312], [-3.97908, 1.92052, 1.60190], [-0.64916, -2.00811, 0.83615], [1.25381, 2.71771, -1.17437], [-0.75953, -3.99062, 1.72058], [-4.72216, 0.37610, 1.29253], [3.53995, -0.51386, 1.22257], [-3.44451, -0.23685, -1.03668], [-1.89562, -3.55324, -0.07801], [-2.71217, 0.44815, -0.61049], [-2.95308, 1.48683, -0.86546], [-0.09075, -0.00556, 0.07377], [-1.09801, -3.19699, 0.81514], [3.76578, -1.10390, -1.96946], [-2.12783, 0.14219, -3.26443], [-2.66473, -0.75369, 1.12659], [3.10215, 0.64540, -0.02568], [-0.46472, 0.40417, -3.06673], [1.00242, 3.82834, -0.69964], [2.05649, -2.29930, 0.18286], [1.75861, 1.18056, 2.18371], [2.14341, 2.52250, -2.01952], [-3.81506, 0.84138, 1.68660], [1.20061, -1.02789, -1.19041], [-1.31739, 0.83386, 1.38324], [2.09859, 0.71000, 3.10778], [2.53457, 1.88741, 1.87865], [-1.55674, 1.82638, 1.22958], [3.55482, -1.84786, -1.19408], [0.59637, 1.70399, -0.75769], [2.37655, -1.40065, -0.34890], [-3.76570, 0.53889, 2.73285], [3.40189, -2.79848, -1.70832], [0.88084, -1.92566, -1.56292], [-1.45699, 0.81600, 2.39607], [-1.51973, 1.66278, -2.53096], [4.46552, -2.00224, -0.61115], [2.73781, -0.21139, 0.54730], [-1.45743, 0.08840, -1.23551], [-2.62519, 0.32024, 0.91386], [0.91222, 1.81830, 2.43046]], "forces_ev_per_angstrom": [[-0.198, 0.705, 0.340], [0.577, 0.780, -1.132], [1.073, -0.204, 0.955], [0.220, 0.027, 0.120], [0.378, 0.778, -0.058], [0.613, 0.196, 0.035], [-0.104, 1.148, -1.002], [0.023, -0.023, -0.008], [-0.322, 0.052, 0.481], [-0.352, 0.191, 0.257], [0.761, 0.778, 0.466], [-0.089, 0.116, -0.015], [0.037, -0.021, -0.208], [1.480, -1.019, -0.127], [-0.731, -1.824, 0.502], [0.142, 0.031, 0.101], [-0.545, -0.183, 0.643], [0.478, 0.015, -0.137], [-0.001, -0.078, -0.278], [0.298, -0.230, 0.744], [0.046, -0.576, -0.320], [-0.069, 0.500, 0.755], [0.695, 0.597, 0.703], [-0.557, 0.132, 0.424], [-0.662, 0.386, -0.555], [1.149, -1.340, -1.063], [-2.876, 2.017, 1.154], [-0.012, -0.151, -0.003], [0.067, -0.143, -0.282], [1.330, 0.143, -0.160], [0.583, 0.215, -0.437], [-0.266, 0.607, -0.189], [0.136, -0.279, -0.399], [0.177, 0.150, 0.017], [-0.399, 0.034, 0.087], [-0.485, 0.132, 0.355], [0.848, -0.517, -0.012], [-0.184, 0.014, -0.100], [-0.063, 0.199, 0.131], [-0.429, -0.571, -0.550], [-1.757, 0.045, -0.537], [-0.584, -2.381, -0.269], [-0.426, -0.451, -0.432]], "nbo_charge": [0.386, -0.260, -0.618, 0.208, -0.696, 0.726, -0.473, 0.235, 0.197, 0.216, -0.496, -0.076, 0.182, 1.764, 0.715, 0.210, 0.190, 0.237, 0.206, 0.212, -0.466, 0.228, -0.254, -0.491, -0.630, -0.912, -0.917, 0.186, 0.194, 0.386, -0.629, -0.720, -0.086, 0.227, 0.224, 0.390, 0.397, 0.194, 0.223, -0.078, -0.622, -0.109, 0.200], "de_lowest_kj_mol": 87.7, "gap_ev": 8.92, "e_tot_ev": -36433.72974}